Record 1
105
Properties=species:S:1:pos:R:3:forces:R:3 method="wB97M-V/def2-TZVPD" smiles="CCNN1C(=O)c2cc(Cl)c([C@H](I)[C@H](C)I)c(CCSc3nnco3)c2C1=O.O=C1C=CC(=O)C=C1.O=C1C=CC(=O)C=C1.O=C1C=CC(=O)C=C1.O=C1C=CC(=O)C=C1.O=C1C=CC(=O)C=C1" homo_lumo_gap_ha=0.2692 e_homo_ha=-0.3327 spin_multiplicity=1 energy_ev=-121469.913
I -2.6096 3.3524 1.7193 0.1 0.0 0.0
I -4.8204 -0.6138 -0.4862 0.0 -0.2 0.0
Cl -0.9288 -1.0415 1.3315 0.0 0.0 0.1
S -3.3402 0.5378 -3.7624 0.2 -0.2 -0.1
O -1.1370 3.5699 -3.8094 -0.2 -0.1 -0.2
O 8.0360 4.7205 -2.6884 0.0 0.0 0.0
O 3.5801 4.4052 -5.5240 0.1 0.3 -0.2
O 3.3683 -2.1514 -5.5223 0.1 -0.1 0.0
O -5.7773 -0.3648 3.1590 0.0 0.1 0.0
O 2.1037 -4.3236 -0.8635 0.0 0.0 0.0
O 3.1745 -0.1879 7.3976 0.0 0.1 0.0
O 3.5861 -0.4479 0.7442 -0.1 0.0 -0.1
O 2.5306 1.1747 -2.5121 -0.3 0.0 -0.2
O -6.0945 -5.5833 3.9845 0.0 0.0 0.0
O -4.5697 -1.2952 -5.2375 0.3 -0.2 -0.1
O 1.8100 -2.3500 12.0335 0.0 0.0 0.0
O 2.2277 -2.6123 5.3807 -0.1 -0.1 0.0
N 0.8667 2.5146 -3.4351 -0.2 -0.6 -0.3
N -6.7068 -0.9788 -4.8384 -0.1 0.1 0.1
N 1.4388 2.6826 -4.7006 0.0 0.2 0.3
N -5.9817 -0.0467 -4.0954 0.2 0.0 -0.1
C -4.7585 -3.6462 4.0366 0.0 0.0 0.0
C 2.5414 -2.1123 4.3205 0.0 0.0 0.0
C 3.2084 -0.1269 3.0463 0.0 0.0 0.0
C 2.8606 -0.6896 8.4568 0.0 0.0 0.0
C 1.3899 1.5611 -2.5561 0.5 0.3 0.1
C 5.1377 3.3003 -4.1636 0.0 0.0 0.0
C -3.2547 2.5549 -1.8636 0.1 0.2 -0.4
C 2.4468 -0.4136 10.8594 0.0 0.0 0.0
C 4.6036 4.4855 -4.8809 0.0 -0.2 0.1
C 0.2630 1.1818 -1.6693 -0.4 -0.1 0.3
C -4.0094 1.7535 1.3524 -0.4 -0.3 0.0
C 1.5812 0.3857 -5.6133 -0.2 0.3 0.3
C 2.6120 -2.9294 3.0830 0.0 0.0 0.0
C 3.0595 -1.8383 -3.2102 0.1 0.0 0.0
C -4.7395 -0.2763 -4.3676 -0.4 0.3 0.2
C 6.4767 5.8341 -4.0541 0.0 0.0 0.0
C -2.0891 1.7324 -1.3736 -0.1 0.1 0.1
C 3.1042 -2.6525 -4.4508 -0.1 0.0 0.0
C 7.0156 4.6476 -3.3381 0.0 0.0 0.0
C -4.6800 -2.3353 3.8278 0.0 0.0 0.0
C 6.2561 3.3771 -3.4474 0.0 0.0 0.0
C -4.1912 1.8792 -2.8923 -0.1 0.4 0.0
C 2.1917 -2.6727 9.7315 0.0 0.0 0.0
C -5.8465 -1.6733 -5.4751 -0.6 -0.1 0.0
C -6.0226 -4.3896 3.7965 0.0 0.0 0.0
C 2.4605 -4.6434 -3.1673 0.0 0.0 0.0
C -7.1137 -2.3012 3.1069 0.0 0.0 0.0
C 2.5345 -2.1348 8.5633 0.0 0.0 0.1
C 0.2326 0.2770 -0.6363 0.2 0.1 -0.1
C -7.1937 -3.6122 3.3153 0.0 0.0 0.0
C -0.9713 0.1194 0.0352 -0.2 0.1 -0.1
C -3.3667 0.5778 0.5584 0.2 0.4 0.3
C -2.1457 0.8303 -0.2900 0.3 -0.3 -0.1
C 2.4079 -3.8252 -1.9294 0.0 0.0 0.0
C -5.3658 2.2995 0.9028 0.3 0.2 -0.1
C 0.9151 1.7522 -5.6979 0.0 -0.2 -0.5
C -0.4996 2.7666 -3.1839 0.3 0.0 0.0
C 2.1207 -1.8589 10.9702 0.0 0.0 0.0
C 3.2777 -0.9427 1.8099 0.0 0.0 0.1
C 2.7315 -2.3827 -2.0414 0.0 0.0 0.0
C 2.8666 -0.6656 4.2145 0.0 0.0 -0.1
C -0.8756 1.8871 -2.0282 0.1 0.0 0.0
C 2.9546 -2.3878 1.9179 0.0 0.0 0.0
C 2.7902 0.1279 9.6947 0.0 0.0 0.0
C -5.8516 -1.5614 3.3489 0.0 0.0 0.0
C 5.3573 5.7597 -4.7681 0.0 0.0 0.0
C 2.7805 -4.0990 -4.3377 0.0 0.0 0.0
H -4.4599 2.6189 -3.6454 0.0 0.0 0.0
H -6.1397 1.6195 1.2535 -0.1 0.0 -0.1
H 2.3882 0.1604 11.7755 0.0 0.0 0.0
H -2.8288 3.4034 -2.3929 0.1 0.1 0.2
H -4.1689 1.3547 2.3504 0.1 0.1 0.0
H 4.5570 2.3904 -4.2522 -0.1 0.0 0.0
H 6.6636 2.5296 -2.9110 0.0 0.0 0.0
H 3.2898 -0.7860 -3.3106 0.0 0.0 0.0
H -3.0517 -0.1222 1.3191 -0.1 0.0 0.0
H -3.7700 -1.7719 3.9938 0.0 0.0 0.0
H 2.3692 -3.9794 3.1860 0.0 0.0 0.0
H -0.1755 1.6383 -5.6573 0.0 0.1 0.1
H -5.5242 3.2865 1.3326 -0.1 -0.1 0.1
H 7.0470 6.7491 -3.9569 0.0 0.0 0.0
H 2.8129 -0.0935 5.1300 0.0 0.0 0.0
H 1.1786 -0.1618 -4.7570 0.1 -0.1 0.0
H 1.3138 3.6413 -4.9907 0.1 0.1 0.1
H -5.4466 2.4035 -0.1767 -0.1 -0.1 0.0
H 1.1081 -0.2913 -0.3543 0.0 0.1 0.0
H -3.8179 2.9755 -1.0372 -0.1 -0.2 0.0
H 3.0333 1.1776 9.5888 0.0 0.0 0.0
H 2.6900 -1.8030 -1.1268 0.1 0.0 0.0
H 3.4505 0.9229 2.9394 0.0 0.0 0.0
H -5.1208 1.5171 -2.4658 0.1 -0.3 0.1
H 1.3915 -0.2079 -6.5052 0.0 0.0 0.0
H 2.2177 -5.6929 -3.0583 0.0 0.0 0.0
H -6.0881 -2.4901 -6.1318 0.4 0.0 -0.1
H 4.9447 6.6090 -5.2979 0.0 0.0 0.0
H 3.0060 -2.9653 1.0028 0.0 0.0 0.0
H 2.5883 -2.7070 7.6479 0.0 0.1 0.0
H -8.1026 -4.1752 3.1463 0.0 0.0 0.0
H 2.6534 0.5037 -5.4808 0.0 -0.1 0.0
H 1.1365 2.2051 -6.6660 0.1 0.1 0.0
H 2.8172 -4.6707 -5.2564 0.0 0.0 0.0
H 1.9484 -3.7222 9.8379 0.0 0.0 0.0
H -3.9186 -4.2329 4.3860 0.0 0.0 0.0
H -7.9516 -1.7137 2.7538 0.0 0.0 0.0


Record 2
21
Properties=species:S:1:pos:R:3:forces:R:3 method="wB97M-V/def2-TZVPD" smiles="CCCC(=O)NC.O" e_above_lowest_kcal_mol=50.3 homo_lumo_gap_ha=0.3580 e_homo_ha=-0.3405 spin_multiplicity=1 energy_ev=-10979.697
O -2.8239 -2.0805 -0.6594 -1.3 2.4 -1.2
O 0.7099 -1.1331 -1.2401 0.8 -1.3 -2.3
N -0.6427 -0.6329 0.3978 -4.9 1.0 3.0
C 0.5339 -0.6300 -0.1724 1.3 1.5 1.5
C -1.0925 0.2700 1.5972 0.7 -0.8 -2.2
C 1.6645 0.1742 0.5395 -1.3 1.4 -1.3
C 0.6804 2.4199 -0.1508 3.0 1.9 0.3
C 1.9062 1.3885 -0.4028 0.6 1.8 -0.6
H 2.5140 -0.4143 0.6554 1.5 -1.2 -0.2
H 0.6085 3.4487 -0.6827 0.8 -1.9 0.2
H -0.2421 1.9631 -0.3587 -1.3 -0.7 0.4
H -1.8141 1.0992 1.1870 1.3 -1.7 1.1
H -1.4836 -0.4267 2.3643 -0.2 0.8 -0.4
H -0.1437 0.6938 1.9556 -1.1 0.2 0.2
H 0.8978 2.7649 0.9229 -1.1 -0.8 -1.2
H -3.5949 -1.4185 -0.4708 2.1 -1.8 -0.8
H 1.4282 0.5386 1.5363 0.0 -0.1 -0.1
H 2.8580 1.9902 -0.1969 -1.1 -1.0 0.3
H -1.5093 -1.1301 -0.0032 2.3 0.6 0.5
H 2.1056 1.0342 -1.4618 -0.9 0.4 1.2
H -2.3679 -1.7394 -1.5004 -1.2 -0.8 1.5


Record 3
89
Properties=species:S:1:pos:R:3:forces:R:3 method="wB97M-V/def2-TZVPD" e_above_lowest_kcal_mol=28.6 homo_lumo_gap_ha=0.2209 e_homo_ha=-0.3259 charge=+1 spin_multiplicity=1 energy_ev=-131080.012
Se 1.0834 -0.6089 1.5425 0.0 0.0 0.2
Sc -1.9532 1.1909 -1.5173 0.0 -0.1 0.0
O -2.2600 2.0786 -3.2149 0.1 -0.2 0.0
O -2.6063 1.1545 -5.2396 0.0 0.1 0.1
O -5.5563 -0.4342 -0.4418 0.0 0.0 -0.1
O -3.6692 0.1100 -1.5220 -0.1 0.0 0.2
N -2.6862 1.2660 0.6100 0.0 0.1 0.2
N -0.1176 2.4714 -1.2890 0.0 0.0 0.1
N -3.0488 -2.0753 -0.0320 0.1 -0.2 0.1
N -0.5839 -0.1891 -2.5549 0.1 0.2 -0.2
C -2.6004 2.6633 2.7294 -0.1 0.0 0.0
C -2.9633 -1.2729 1.2476 0.0 0.0 0.0
C 0.7676 0.1727 -2.0224 0.0 0.0 0.0
C -0.6318 4.6508 -0.3518 0.0 0.0 0.0
C -2.0108 1.2201 -4.2040 0.1 0.0 -0.3
C -1.4107 -3.7629 0.7868 0.0 0.0 0.0
C -0.8180 -1.6848 -2.4808 0.0 0.0 0.0
C 5.1108 -1.7586 1.2687 0.0 0.0 -0.1
C 3.7409 -1.6711 1.0431 0.0 0.0 0.0
C 1.0317 1.6683 -1.8271 0.0 0.0 0.0
C 4.9982 -0.0201 2.8798 0.0 0.0 0.0
C 0.0326 3.3112 -0.0255 0.1 0.1 0.0
C -4.1609 1.2736 0.4991 0.0 0.0 -0.1
C 3.1216 -2.6206 0.0503 0.0 0.0 0.0
C -2.1570 2.5242 1.2728 0.0 0.0 0.1
C -0.7381 -2.2192 -1.0329 -0.1 0.0 -0.1
C -1.9069 -3.0153 -0.4452 0.0 -0.1 0.0
C -2.1823 0.0395 1.3069 0.0 0.0 0.0
C 0.1742 -2.4707 -3.3430 0.0 0.0 0.0
C 1.4996 3.5492 0.3264 0.0 0.0 0.0
C 7.2441 -1.0779 2.4197 0.0 0.0 0.0
C -0.7987 0.2922 -3.9726 0.0 0.0 0.0
C 2.9837 -0.7352 1.7643 0.1 0.0 0.0
C -4.5702 0.2447 -0.5582 -0.1 0.1 0.0
C 5.7615 -0.9468 2.1864 0.1 0.0 0.0
C -0.6256 2.6477 1.1959 0.0 -0.1 0.0
C -2.5389 -3.9827 -1.4431 0.0 0.0 0.0
C 3.6247 0.1034 2.6885 0.0 0.0 -0.1
C 2.8661 1.1231 3.4912 0.0 0.0 0.0
H -3.2461 -4.6471 -0.9406 0.0 0.0 0.0
H 3.5434 1.6886 4.1312 0.0 0.0 0.0
H -0.7839 -3.1327 1.4231 0.0 0.0 0.0
H 7.8038 -0.9414 1.4928 0.0 0.0 0.0
H -0.7420 5.2548 0.5486 0.0 0.0 0.0
H 0.8826 -0.2997 -1.0446 0.0 -0.1 0.0
H -4.6717 1.0380 1.4322 0.0 0.0 0.1
H -0.9214 -0.5466 -4.6479 0.0 0.0 0.0
H 7.4928 -2.0679 2.8067 0.0 0.0 0.0
H -0.4370 -1.4542 -0.3129 0.0 0.0 0.0
H -2.6335 3.3316 0.7082 0.0 0.0 0.0
H -3.2636 -1.4540 -0.8276 0.0 0.0 -0.1
H -2.0020 2.0424 3.3970 0.0 0.0 0.0
H 1.3496 2.1294 -2.7624 0.0 0.0 0.0
H -2.1542 0.2440 2.3782 0.0 0.0 0.0
H 0.0845 0.8441 -4.2998 0.0 0.0 0.0
H -3.8873 -2.6515 0.0604 0.0 0.0 0.0
H -3.9926 -1.1337 1.5728 0.0 0.0 0.0
H 7.5967 -0.3392 3.1384 0.0 0.0 0.0
H -4.4915 2.2667 0.1842 0.0 0.0 0.0
H 1.5438 -0.2175 -2.6853 0.0 0.0 0.0
H -0.3310 3.2633 2.0486 0.0 0.0 0.0
H 2.3337 1.8213 2.8412 0.0 0.0 0.0
H -1.1374 -0.1277 1.0412 0.0 0.1 -0.1
H 0.1071 -2.9077 -0.9860 0.0 0.0 0.0
H -0.0208 5.2140 -1.0602 0.0 0.0 0.0
H 2.2724 -2.1606 -0.4545 0.0 0.0 0.0
H -2.4505 3.6974 3.0380 0.0 0.0 0.0
H 5.4849 0.6290 3.6011 0.0 0.0 0.0
H -0.3252 3.1459 -2.0217 0.0 0.0 0.0
H -2.2418 -4.1762 1.3650 0.0 0.0 0.0
H -0.1363 1.6836 1.3843 0.0 0.0 0.0
H -0.7975 -4.6008 0.4560 0.0 0.0 0.0
H -3.6561 2.4302 2.8713 0.0 0.0 0.0
H 2.1084 0.6440 4.1142 0.0 0.0 0.0
H 3.8570 -2.9362 -0.6915 0.0 0.0 0.0
H 1.1636 -2.4729 -2.8847 0.0 0.0 0.0
H 1.5573 4.3135 1.1019 0.0 0.0 0.0
H 0.2639 -2.1033 -4.3635 0.0 0.0 0.0
H 1.8739 1.7255 -1.1415 0.0 0.0 0.0
H -1.7634 -4.6058 -1.8868 0.0 0.0 0.0
H 2.0652 3.9100 -0.5350 0.0 0.0 0.0
H -2.4734 -1.9138 1.9769 0.0 0.0 0.0
H -1.8227 -1.8217 -2.8896 0.0 0.1 0.0
H 2.7462 -3.5182 0.5527 0.0 0.0 0.0
H -0.1594 -3.5074 -3.4014 0.0 0.0 0.0
H -1.6240 4.5271 -0.7966 0.0 0.0 0.0
H 1.9695 2.6442 0.7193 0.0 0.0 0.0
H -3.0670 -3.4705 -2.2509 0.0 0.0 0.0
H 5.6875 -2.4892 0.7081 0.0 0.0 0.0


Record 4
53
Properties=species:S:1:pos:R:3:forces:R:3 method="wB97M-V/def2-TZVPD" e_above_lowest_kcal_mol=8.2 homo_lumo_gap_ha=0.1748 e_homo_ha=-0.3636 charge=+1 spin_multiplicity=1 energy_ev=-33939.540
O -0.2967 -3.9987 0.8115 -0.3 1.2 1.0
O -4.2498 2.9038 -1.2664 2.9 -0.5 0.7
O 5.9941 1.8897 -1.3263 -2.5 -1.3 -0.1
N 0.0343 -0.1754 3.4283 -0.3 0.3 0.3
C 2.3065 2.0062 -1.7543 0.0 -0.4 0.0
C -0.9258 -3.2387 1.7975 0.1 0.3 0.1
C -0.2689 -2.0583 2.2416 -0.3 -0.6 -0.4
C -0.5748 0.9158 -1.2579 0.5 -0.1 0.1
C -2.0810 -1.5632 3.7948 0.3 0.6 0.2
C 0.9682 -1.4825 1.8675 0.4 0.4 -0.2
C 4.3200 0.1901 -1.2141 0.6 0.0 0.0
C 1.9573 0.6675 -1.4516 -0.1 0.1 -0.2
C -2.9829 0.9457 -1.3117 -0.1 0.5 -0.1
C -0.8420 -1.2313 3.2239 -0.1 -0.4 -0.3
C 3.0228 -0.2364 -1.2369 -0.1 0.2 -0.1
C -2.7098 -2.7022 3.3702 0.2 0.3 0.0
C 6.2520 3.2731 -1.3540 0.3 0.7 0.0
C -1.8144 0.2368 -1.3747 -0.3 0.4 0.0
C -5.1452 1.8460 -1.6258 -0.8 -0.6 -0.6
C -1.7701 3.0104 -0.9305 -0.7 0.7 0.0
C -0.9972 -5.1587 0.4393 -0.1 -0.3 -0.1
C -2.1455 -3.5260 2.3906 0.4 -0.5 -0.7
C 4.6513 1.5397 -1.4193 1.2 0.0 0.2
C 1.1258 -0.3405 2.6020 0.1 -0.3 -0.4
C -4.4065 0.5126 -1.4205 -0.3 -0.5 0.1
C 0.6278 0.1833 -1.3759 -0.1 0.7 0.2
C -0.6016 2.3045 -0.9681 -0.2 -0.3 0.1
C -2.9814 2.3510 -1.1522 -1.1 -0.4 -0.5
C 3.6067 2.4286 -1.7210 0.6 0.4 0.0
H 1.5528 2.6932 -2.0918 0.0 0.1 -0.1
H 2.7962 -1.2754 -1.0725 0.0 -0.2 0.1
H 1.9682 0.3330 2.5579 -0.2 0.2 0.3
H -3.6604 -2.9729 3.7973 -0.1 -0.1 0.1
H 3.8330 3.4529 -1.9549 0.0 0.2 -0.1
H -4.5572 -0.2008 -2.2402 -0.1 0.2 0.2
H -4.7212 0.0325 -0.4857 0.0 0.0 -0.2
H -1.9700 -4.8875 0.0288 -0.2 -0.2 0.0
H -1.1149 -5.8138 1.3029 -0.1 -0.1 0.0
H 0.3111 2.8104 -0.7170 0.0 0.1 0.1
H 5.9420 3.6968 -2.3093 0.1 0.1 0.0
H -1.7772 4.0665 -0.7325 0.1 0.3 0.1
H -6.0601 1.9333 -1.0251 0.4 0.1 -0.1
H -2.5121 -0.9286 4.5483 -0.2 0.1 0.2
H 1.6474 -1.8978 1.1418 0.1 0.1 0.1
H 7.3257 3.4207 -1.2321 -0.2 -0.2 0.0
H 5.1212 -0.5036 -1.0337 0.2 -0.2 0.1
H 5.7293 3.7628 -0.5315 0.0 0.1 0.0
H -2.6786 -4.4075 2.0910 -0.2 -0.2 0.0
H -0.1109 0.5923 4.0891 0.2 -0.7 -0.5
H -5.4042 1.9932 -2.6828 0.0 0.0 0.2
H -1.8379 -0.8233 -1.5481 0.1 -0.3 0.0
H 0.5261 -0.8896 -1.3804 -0.1 -0.3 0.0
H -0.4213 -5.6798 -0.3256 0.1 0.2 0.1


Record 5
13
Properties=species:S:1:pos:R:3:forces:R:3 method="wB97M-V/def2-TZVPD" smiles="O=C1[C@H](S)C[C@@H]1S" e_above_lowest_kcal_mol=29.1 homo_lumo_gap_ha=0.3588 e_homo_ha=-0.3434 spin_multiplicity=1 energy_ev=-27962.018
S -2.5471 -0.0924 -0.4408 -0.6 -0.3 0.0
S 2.5504 -0.0972 -0.4752 0.7 0.1 -0.6
O -0.1473 1.8690 0.2994 1.3 -1.2 -0.1
C 0.0381 -1.4198 0.2379 -0.1 0.4 -0.1
C 1.1370 -0.3456 0.5790 -1.4 0.8 -1.1
C -1.1108 -0.3688 0.5491 1.6 -0.7 0.5
C 0.0106 0.6829 0.4664 -2.0 1.6 0.4
H 1.3926 -0.3392 1.6064 0.4 -0.4 1.2
H -1.4413 -0.5433 1.5909 0.1 0.3 -0.5
H -1.9328 0.4648 -1.4755 0.2 0.2 -0.3
H 2.5991 1.2648 -0.5263 -0.4 -0.5 0.3
H 0.0147 -2.2893 0.8605 0.1 -0.4 0.5
H 0.0456 -1.7684 -0.7887 0.1 0.3 -0.3